Below is a molecular structure, C32H88FLiN8O8 in a non-equilibrium geometry, with properties calculated with ωB97M-V/def2-TZVPD.

```
138
Properties=species:S:1:pos:R:3:forces:R:3:mulliken_charge:R:1
Li -1.849 0.600 -0.829 0.6 -0.9 0.5 0.501
F -0.541 -0.841 -0.041 -0.6 0.5 -0.2 -0.826
C -1.225 -4.621 -0.832 -0.1 -0.8 -1.8 -1.630
C -2.676 -4.155 -1.106 1.2 0.9 1.6 0.845
C -3.736 -5.266 -0.939 -0.4 0.5 -0.6 -0.817
O -5.051 -4.982 -1.488 0.4 -0.6 2.5 -0.379
C -5.203 -4.839 -2.858 0.2 -0.4 0.2 -0.528
N -2.802 -3.028 -0.151 -1.7 0.3 0.5 -0.488
H -0.976 -5.022 0.151 -0.8 -0.2 0.2 0.291
H -0.519 -3.797 -0.933 -0.2 0.2 -0.3 0.360
H -1.003 -5.362 -1.600 0.6 -0.3 0.1 0.496
H -2.815 -3.704 -2.088 0.5 -0.2 -0.3 0.220
H -3.817 -5.453 0.131 -0.6 0.0 0.0 0.275
H -3.441 -6.213 -1.392 0.6 0.0 -0.2 0.403
H -6.237 -5.077 -3.108 -0.4 1.0 0.3 0.245
H -4.766 -5.657 -3.429 1.2 0.2 -0.2 0.318
H -4.843 -3.824 -3.025 -0.3 -0.1 -1.4 0.092
H -2.571 -3.330 0.785 -0.5 -0.6 0.5 0.357
H -2.064 -2.341 -0.218 0.6 0.3 -0.9 -0.085
C 1.196 -1.430 3.411 -0.8 -1.5 0.1 -1.305
C 0.188 -2.622 3.073 0.0 1.5 0.8 1.226
C 0.040 -3.742 4.193 1.4 -0.8 -1.4 -1.149
O 1.271 -4.470 4.438 0.2 0.1 -0.7 -0.398
C 1.707 -5.345 3.350 -0.9 0.6 1.3 -0.290
N -1.124 -1.973 2.895 -0.3 -0.6 0.9 -0.639
H 2.123 -1.751 3.886 0.2 0.0 -0.3 0.418
H 0.677 -0.772 4.107 0.1 0.0 0.2 0.734
H 1.326 -0.872 2.483 0.4 0.0 0.0 -0.153
H 0.420 -2.943 2.057 0.3 -0.9 0.3 0.058
H -0.696 -4.487 3.892 -0.3 0.1 -0.5 0.377
H -0.296 -3.432 5.182 0.2 0.8 -0.2 0.324
H 1.083 -6.239 3.356 -0.3 -0.1 -0.2 0.352
H 2.708 -5.695 3.602 0.1 0.5 -0.2 0.170
H 1.635 -4.836 2.389 0.3 -0.1 0.0 0.024
H -1.143 -1.354 3.693 -0.8 0.3 0.1 0.330
H -1.155 -1.394 2.068 0.4 0.0 -0.5 -0.058
C -0.252 1.374 -6.478 0.5 -1.1 0.7 -1.021
C 0.579 0.045 -6.441 0.0 1.6 -0.5 0.337
C 1.439 -0.143 -5.230 -0.1 -0.6 0.5 -0.311
O 2.465 0.810 -5.070 -2.0 0.3 -2.1 -0.400
C 3.368 0.431 -4.153 2.1 0.3 2.6 -0.275
N -0.148 -1.181 -6.628 -1.2 -0.1 0.3 -0.701
H 0.532 2.130 -6.502 -0.5 0.4 -0.4 0.327
H -0.855 1.568 -5.591 0.2 -0.4 0.4 0.025
H -1.008 1.413 -7.263 0.6 0.1 -0.5 0.415
H 1.293 0.079 -7.264 0.3 0.7 -0.2 0.200
H 1.797 -1.154 -5.425 1.0 -0.2 0.3 0.341
H 0.897 -0.257 -4.291 -0.5 0.3 0.2 0.235
H 4.070 -0.348 -4.450 -0.1 -0.3 -0.3 0.410
H 2.956 0.199 -3.171 -0.5 -0.8 0.0 -0.219
H 3.945 1.306 -3.853 0.4 0.2 -0.5 0.282
H 0.530 -1.923 -6.725 -0.2 -0.3 -0.2 0.234
H -0.670 -1.090 -7.488 -0.1 -0.4 -0.1 0.257
C 1.937 2.560 7.653 -0.7 0.9 -1.5 -1.396
C 2.615 3.373 6.451 -0.8 -0.6 0.5 0.552
C 1.681 3.672 5.189 -0.5 -3.0 1.4 -0.859
O 1.496 2.329 4.664 0.0 -0.6 -1.3 -0.117
C 0.556 2.163 3.584 0.3 1.3 0.2 -0.897
N 3.159 4.569 7.039 0.7 0.8 0.1 -0.796
H 1.577 3.204 8.456 0.3 0.4 -0.1 0.406
H 2.598 1.811 8.089 -0.1 -0.1 -0.3 0.320
H 1.018 2.136 7.246 0.2 -0.7 0.1 0.286
H 3.451 2.729 6.175 -0.2 -0.2 -0.9 0.244
H 2.046 4.345 4.413 0.3 0.2 0.2 0.414
H 0.659 3.875 5.508 0.1 1.2 0.3 0.349
H -0.458 2.462 3.849 -0.3 -0.3 0.6 0.483
H 0.566 1.168 3.140 0.2 0.0 0.6 0.072
H 0.749 2.856 2.765 0.5 0.2 -0.2 0.399
H 3.891 4.213 7.637 0.0 0.2 0.8 0.295
H 3.735 5.055 6.366 -0.1 0.4 -0.6 0.248
C 4.458 -1.374 0.517 0.4 0.1 -0.4 -1.467
C 3.518 -2.168 -0.370 0.9 0.7 0.9 0.219
C 2.966 -3.280 0.459 -1.3 -1.2 -1.1 0.023
O 3.853 -4.226 0.955 0.0 1.5 2.1 -0.382
C 4.348 -5.193 0.142 0.6 -0.8 -0.6 -0.816
N 2.436 -1.424 -1.006 0.1 -0.1 -0.7 0.119
H 5.310 -2.012 0.752 -0.1 -0.2 0.2 0.475
H 3.972 -1.120 1.460 0.1 0.5 -0.1 0.078
H 4.893 -0.545 -0.040 -0.3 0.4 0.3 0.406
H 4.164 -2.558 -1.157 -0.2 -0.3 -0.3 0.419
H 2.268 -3.740 -0.240 -0.4 -0.8 -0.1 0.508
H 2.311 -2.960 1.270 0.5 0.5 0.2 -0.459
H 5.151 -4.857 -0.513 0.0 0.2 -0.4 0.282
H 3.528 -5.615 -0.440 0.1 -0.5 -0.3 0.358
H 4.823 -5.904 0.818 -0.2 -0.4 -0.2 0.270
H 1.557 -1.421 -0.508 -0.3 0.5 1.1 -0.507
H 2.136 -2.020 -1.764 0.1 0.1 -0.7 0.365
C 2.198 4.199 -1.409 -0.4 1.6 -0.4 -1.742
C 2.531 2.723 -1.407 -0.7 0.7 -0.2 1.022
C 2.740 2.201 -0.016 -0.1 -0.8 -0.4 0.149
O 3.699 2.995 0.561 0.6 0.0 1.5 -0.522
C 3.806 2.681 1.944 1.9 2.5 0.0 -0.698
N 1.466 1.942 -2.051 0.4 0.6 0.3 -0.551
H 1.216 4.495 -1.039 -0.2 -0.6 0.3 0.191
H 2.201 4.633 -2.409 0.0 -0.4 -0.5 0.437
H 2.893 4.871 -0.906 0.3 -0.6 0.4 0.424
H 3.487 2.694 -1.930 0.2 -0.6 -0.1 0.092
H 3.095 1.171 -0.023 -0.1 -0.4 -0.3 -0.212
H 1.850 2.178 0.613 -0.6 0.3 -0.2 0.027
H 3.061 3.199 2.547 -1.0 -1.1 -0.1 0.300
H 4.623 3.344 2.229 0.7 -0.3 0.2 0.420
H 4.134 1.675 2.208 -0.7 -0.2 -0.2 0.198
H 1.523 1.011 -1.662 -0.1 -0.6 -0.4 0.069
H 1.586 1.949 -3.053 0.0 -0.3 -0.1 0.094
C -2.090 3.593 -3.155 -1.2 -0.4 0.5 -1.535
C -1.749 3.687 -1.645 0.1 1.2 0.3 0.572
C -2.977 4.264 -0.754 1.4 -0.8 -1.9 -0.160
O -3.207 5.606 -1.121 -0.7 -0.1 0.1 -0.421
C -4.136 6.237 -0.232 0.2 -0.4 -0.5 -0.781
N -1.211 2.403 -1.118 -0.8 0.9 -0.5 0.300
H -3.052 3.084 -3.212 -0.1 -0.4 -0.4 0.246
H -1.367 3.074 -3.783 0.2 -0.3 0.5 0.258
H -2.274 4.533 -3.675 0.2 0.4 0.6 0.420
H -0.945 4.423 -1.673 0.1 0.3 0.7 0.082
H -2.869 4.200 0.329 0.5 -0.3 0.1 0.368
H -3.791 3.602 -1.049 -0.6 0.1 0.2 0.083
H -4.462 7.166 -0.700 0.6 0.3 0.4 0.295
H -3.650 6.294 0.742 -0.1 0.7 0.2 0.324
H -5.072 5.698 -0.081 0.0 -0.6 -0.2 0.295
H -0.807 2.555 -0.205 -0.2 0.3 0.5 -0.038
H -0.362 2.243 -1.640 0.6 -0.2 -0.5 -0.047
C -5.636 -0.507 -2.125 -1.5 0.9 2.0 -1.638
C -4.470 0.278 -1.506 1.9 -0.1 -0.7 0.809
C -4.279 0.358 0.044 -1.6 -0.9 0.0 -1.045
O -3.217 1.172 0.505 0.6 0.4 -0.7 0.131
C -2.865 1.296 1.902 -0.6 0.2 -0.7 -0.202
N -3.256 -0.319 -1.990 2.2 0.1 0.2 -0.171
H -6.015 -1.257 -1.430 0.5 -0.6 0.0 0.365
H -5.446 -0.950 -3.102 0.2 0.3 0.2 0.322
H -6.507 0.149 -2.141 -0.2 0.2 -0.6 0.442
H -4.403 1.291 -1.904 -0.6 0.3 0.1 0.102
H -4.073 -0.653 0.394 -0.5 -0.3 0.1 0.501
H -5.258 0.736 0.341 -0.1 0.0 1.0 0.393
H -2.292 0.484 2.350 -0.2 -0.5 -0.5 -0.225
H -3.765 1.481 2.488 0.0 0.1 0.1 0.385
H -2.207 2.164 1.918 -0.2 0.1 0.1 0.074
H -3.011 -0.179 -2.960 -0.4 -0.3 0.0 0.175
H -3.113 -1.259 -1.651 -0.1 -0.3 -0.3 -0.079
```
Positions in Å, forces in eV/Å.

Values from the calculation:
calculated total energy: -65829.011 eV
net charge: 0